1.
{
  "formula": "C2H6O2P",
  "method": "ωB97M-V with the def2-TZVPD basis set",
  "species": ["P", "O", "O", "C", "C", "H", "H", "H", "H", "H", "H"],
  "coordinates": [[0.849, -0.651, -0.183], [-3.249, -0.804, 0.338], [0.282, -2.022, -0.107], [2.185, -0.315, 0.812], [-0.284, 0.586, -0.520], [-2.843, -0.074, 0.814], [0.170, 1.550, -0.714], [-1.000, 0.288, -1.282], [2.689, 0.618, 0.601], [-2.488, -1.284, -0.013], [2.834, -1.160, 1.008]],
  "homo_ev": -2.96,
  "e_lumo_ev": 4.33,
  "molar_mass_da": 93.04,
  "total_charge": -1
}

---

2.
{
  "formula": "C2H6O2P",
  "method": "ωB97M-V with the def2-TZVPD basis set",
  "species": ["P", "O", "O", "C", "C", "H", "H", "H", "H", "H", "H"],
  "coordinates": [[-0.549, 0.078, 0.147], [-0.733, 0.307, -1.539], [-1.555, 0.694, 0.991], [-0.613, -1.832, 0.208], [0.883, 1.292, 0.284], [-0.127, -2.294, 1.193], [1.813, 1.220, -0.365], [1.302, 1.253, 1.346], [-0.801, -0.667, -1.724], [0.011, -2.272, -0.656], [0.368, 2.222, 0.115]],
  "homo_ev": -2.77,
  "e_lumo_ev": 4.28,
  "smiles": "C=[P@](C)([O-])O",
  "molar_mass_da": 93.04,
  "total_charge": -1
}

---

Energetically preferred structure: 2 | next structure: +70.6 kJ/mol

---

1.
{
  "formula": "C2H3NOS2",
  "method": "ωB97M-V with the def2-TZVPD basis set",
  "species": ["S", "S", "O", "N", "C", "C", "H", "H", "H"],
  "coordinates": [[-1.332, 2.061, 0.768], [-0.900, 0.415, 1.913], [0.297, -2.243, -0.349], [-1.131, 0.398, 0.163], [0.725, -1.135, -0.300], [0.090, 0.194, -0.518], [1.754, -0.909, 0.178], [0.818, 0.967, -0.382], [-0.321, 0.251, -1.473]],
  "homo_ev": -8.98,
  "e_lumo_ev": -0.54,
  "smiles": "O=CCn1ss1",
  "molar_mass_da": 121.19
}

---

2.
{
  "formula": "C2H3NOS2",
  "method": "ωB97M-V with the def2-TZVPD basis set",
  "species": ["S", "S", "O", "N", "C", "C", "H", "H", "H"],
  "coordinates": [[-2.074, 1.186, 0.043], [-2.604, -0.765, -0.316], [-0.094, -0.652, 0.601], [1.867, 0.569, 0.028], [1.233, -0.312, 0.629], [-0.923, -0.152, -0.363], [1.738, -0.976, 1.321], [1.343, 1.192, -0.582], [-0.487, -0.089, -1.361]],
  "homo_ev": -8.67,
  "e_lumo_ev": -0.12,
  "smiles": "[H]/N=C\\OC1SS1",
  "molar_mass_da": 121.19
}

---

3.
{
  "formula": "C2H3NOS2",
  "method": "ωB97M-V with the def2-TZVPD basis set",
  "species": ["S", "S", "O", "N", "C", "C", "H", "H", "H"],
  "coordinates": [[1.567, 0.213, -0.174], [-2.469, -0.135, -1.280], [1.002, -0.453, 2.327], [-0.200, 0.223, 0.088], [1.867, -0.168, 1.547], [-0.910, 0.219, -1.023], [-0.558, -0.006, 0.992], [2.946, -0.174, 1.720], [-0.318, 0.690, -1.825]],
  "homo_ev": -8.65,
  "e_lumo_ev": -0.24,
  "smiles": "O=CSNC=S",
  "molar_mass_da": 121.19
}

---

Energetically preferred structure: 3 | next structure: +5.1 kJ/mol

---

1.
{
  "formula": "C2H3NOS2",
  "method": "ωB97M-V with the def2-TZVPD basis set",
  "species": ["S", "S", "O", "N", "C", "C", "H", "H", "H"],
  "coordinates": [[-0.076, 1.858, -0.237], [2.616, -0.341, -0.219], [-1.736, -1.449, -0.285], [-0.112, 0.076, 0.105], [-1.515, -0.336, -0.137], [1.033, -0.640, -0.024], [-2.215, 0.421, 0.108], [1.256, 2.007, 0.556], [0.749, -1.595, 0.132]],
  "homo_ev": -9.03,
  "e_lumo_ev": -0.43,
  "smiles": "O=CN(S)C=S",
  "molar_mass_da": 121.19
}

---

2.
{
  "formula": "C2H3NOS2",
  "method": "ωB97M-V with the def2-TZVPD basis set",
  "species": ["S", "S", "O", "N", "C", "C", "H", "H", "H"],
  "coordinates": [[-0.868, -0.616, -0.777], [2.687, -0.993, -1.098], [-2.909, 0.839, 0.218], [2.438, 0.333, -0.324], [2.154, 1.265, 0.332], [-2.308, -0.212, 0.321], [-0.622, -1.681, -0.098], [-2.383, -1.123, 0.917], [1.811, 2.189, 0.509]],
  "homo_ev": -8.87,
  "e_lumo_ev": 0.32,
  "smiles": "C#[N+][S-].O=CS",
  "molar_mass_da": 121.19
}

---

3.
{
  "formula": "C2H3NOS2",
  "method": "ωB97M-V with the def2-TZVPD basis set",
  "species": ["S", "S", "O", "N", "C", "C", "H", "H", "H"],
  "coordinates": [[1.265, 0.269, -1.534], [0.625, 1.233, 1.769], [-1.811, -1.024, 0.374], [-0.287, -0.107, -1.065], [-0.726, -0.525, 0.184], [0.212, -0.252, 1.327], [-1.052, -0.061, -1.737], [0.562, -1.099, 1.894], [1.211, 1.566, -1.210]],
  "homo_ev": -9.18,
  "e_lumo_ev": -0.97,
  "smiles": "O=C(C=S)NS",
  "molar_mass_da": 121.19
}

---

4.
{
  "formula": "C2H3NOS2",
  "method": "ωB97M-V with the def2-TZVPD basis set",
  "species": ["S", "S", "O", "N", "C", "C", "H", "H", "H"],
  "coordinates": [[0.502, 1.358, -1.006], [-0.616, -2.686, 0.154], [0.153, -0.436, 0.959], [-0.643, -0.236, -1.088], [0.495, 0.973, 0.737], [-0.397, -1.165, 0.001], [-0.673, -0.576, -2.014], [-0.408, 1.682, 1.003], [1.588, 1.086, 1.253]],
  "homo_ev": -8.95,
  "e_lumo_ev": -0.67,
  "smiles": "S=C1NSCO1",
  "molar_mass_da": 121.19
}

---

Energetically preferred structure: 3 | next structure: +106.3 kJ/mol

---

1.
{
  "formula": "C3H9N2O",
  "method": "ωB97M-V with the def2-TZVPD basis set",
  "species": ["O", "N", "N", "C", "C", "C", "H", "H", "H", "H", "H", "H", "H", "H", "H"],
  "coordinates": [[-1.323, -1.214, 1.374], [1.818, 0.514, -1.589], [-0.339, 0.862, 0.630], [0.651, -0.326, -1.281], [-0.556, 0.429, -0.719], [-0.436, -0.295, 1.650], [-0.906, 1.654, 0.888], [0.632, -0.641, 1.703], [0.353, -0.902, -2.158], [1.503, 1.283, -2.178], [0.945, -1.022, -0.494], [2.066, 0.951, -0.703], [-0.826, 1.235, -1.404], [-0.616, 0.274, 2.598], [-1.405, -0.278, -0.773]],
  "homo_ev": -2.52,
  "e_lumo_ev": 4.41,
  "smiles": "NCCNC[O-]",
  "molar_mass_da": 89.12,
  "total_charge": -1
}

---

2.
{
  "formula": "C3H9N2O",
  "method": "ωB97M-V with the def2-TZVPD basis set",
  "species": ["O", "N", "N", "C", "C", "C", "H", "H", "H", "H", "H", "H", "H", "H", "H"],
  "coordinates": [[1.620, 1.698, -0.133], [0.955, -0.433, 0.818], [0.572, 0.969, 0.390], [-0.656, 0.946, -0.395], [1.916, -0.973, -0.140], [-1.863, 0.588, 0.481], [1.327, -1.145, -0.954], [-0.691, 1.986, -0.686], [1.116, -0.189, 1.765], [-0.686, 0.318, -1.330], [-1.914, 1.289, 1.333], [-2.792, 0.606, -0.124], [2.634, -1.896, 0.134], [2.509, -0.078, -0.543], [-1.750, -0.331, 1.019]],
  "homo_ev": -1.35,
  "e_lumo_ev": 4.48,
  "smiles": "CCN([O-])NC",
  "molar_mass_da": 89.12,
  "total_charge": -1
}

---

Energetically preferred structure: 1 | next structure: +304.7 kJ/mol

---

1.
{
  "formula": "C12H25N3O3",
  "method": "ωB97M-V with the def2-TZVPD basis set",
  "species": ["O", "O", "O", "N", "N", "N", "C", "C", "C", "C", "C", "C", "C", "C", "C", "C", "C", "C", "H", "H", "H", "H", "H", "H", "H", "H", "H", "H", "H", "H", "H", "H", "H", "H", "H", "H", "H", "H", "H", "H", "H", "H", "H"],
  "coordinates": [[-0.426, -1.621, -1.286], [-3.922, -0.750, -1.139], [-2.803, -2.720, -0.737], [1.623, -3.229, -0.542], [2.110, 2.136, -0.796], [-1.077, -1.424, 1.116], [3.112, 1.070, -1.023], [-2.877, -1.513, -0.659], [1.917, -1.760, 1.351], [2.489, -0.329, -0.688], [-1.396, 2.969, 1.139], [1.059, -2.541, 0.689], [-0.146, -1.715, 0.030], [1.911, -0.395, 0.706], [-1.301, 1.712, 0.227], [-1.374, 1.674, -1.299], [-2.420, 0.783, 0.803], [-2.362, -0.858, 0.653], [3.601, 1.123, -2.015], [-2.273, 2.221, -1.544], [1.924, -0.528, -1.742], [2.794, -2.224, 1.270], [-2.365, 0.958, 1.860], [-0.283, 1.156, 0.686], [2.198, 3.076, -1.254], [-3.358, 1.293, 0.380], [0.717, -3.395, 1.213], [-0.651, 3.722, 0.837], [2.761, 0.213, 1.223], [1.092, 1.913, -1.205], [-1.163, 3.235, 2.226], [3.186, -1.244, -0.830], [1.094, -4.100, -0.661], [-3.000, 0.256, -1.419], [0.910, 0.154, 0.743], [4.197, 1.086, -0.316], [1.036, -2.669, -1.571], [-3.171, -0.987, 1.475], [-1.353, 0.795, -1.811], [-0.585, 2.261, -1.660], [-0.902, -1.686, 2.054], [1.786, -1.584, 2.494], [-2.307, 3.464, 1.022]],
  "homo_ev": -9.18,
  "e_lumo_ev": 0.22,
  "molar_mass_da": 259.35
}

---

2.
{
  "formula": "C12H25N3O3",
  "method": "ωB97M-V with the def2-TZVPD basis set",
  "species": ["O", "O", "O", "N", "N", "N", "C", "C", "C", "C", "C", "C", "C", "C", "C", "C", "C", "C", "H", "H", "H", "H", "H", "H", "H", "H", "H", "H", "H", "H", "H", "H", "H", "H", "H", "H", "H", "H", "H", "H", "H", "H", "H"],
  "coordinates": [[-1.317, 2.460, 0.843], [1.273, -1.272, -1.286], [-1.009, 2.902, -1.306], [3.741, -1.579, -0.044], [1.453, -1.045, 1.504], [-0.690, -0.161, -1.340], [1.476, 1.305, 0.808], [-1.822, 0.679, -0.886], [3.581, 0.868, -0.580], [0.700, -0.084, 0.700], [-3.863, 0.710, 0.675], [0.467, -0.514, -0.720], [-2.753, -0.123, 0.055], [-3.938, -2.360, 0.371], [3.002, 1.288, 0.781], [4.506, -0.337, -0.482], [-1.401, 2.113, -0.300], [-3.309, -1.443, -0.647], [2.388, -1.169, 1.018], [-2.101, -0.571, 0.835], [4.383, -2.326, 0.043], [-4.341, -3.279, -0.053], [-3.911, -1.149, -1.508], [-2.411, -1.890, -1.014], [4.278, 1.667, -0.969], [3.287, 2.332, 1.040], [-3.471, 1.422, 1.480], [5.298, -0.144, 0.241], [2.742, 0.564, -1.256], [3.327, 0.702, 1.652], [3.014, -1.757, -0.775], [-4.302, 1.371, -0.155], [-4.862, -1.862, 0.880], [-0.708, -0.626, -2.260], [1.187, 1.747, 1.747], [-0.292, 0.083, 1.155], [-0.511, 3.582, -0.848], [-4.666, 0.092, 1.140], [1.077, 2.048, 0.044], [-3.186, -2.709, 1.152], [0.992, -1.930, 1.514], [5.049, -0.529, -1.450], [-2.356, 0.924, -1.798]],
  "homo_ev": -8.56,
  "e_lumo_ev": 0.61,
  "smiles": "CC[C@H](C)[C@H](NC(=O)[C@@H](N)CCCCN)C(=O)O",
  "molar_mass_da": 259.35
}

---

Energetically preferred structure: 2 | next structure: +926.4 kJ/mol

---

1.
{
  "formula": "C8H13NO",
  "method": "ωB97M-V with the def2-TZVPD basis set",
  "species": ["O", "N", "C", "C", "C", "C", "C", "C", "C", "C", "H", "H", "H", "H", "H", "H", "H", "H", "H", "H", "H", "H", "H"],
  "coordinates": [[-0.209, 1.857, -0.459], [-0.261, 0.838, 2.450], [2.327, 0.581, 0.777], [-2.016, 0.030, -1.605], [1.393, 0.092, -0.040], [-1.127, -0.474, -0.517], [1.749, -0.792, -1.200], [-0.042, 0.594, -0.042], [-0.710, 1.039, 1.205], [-1.193, -1.686, 0.023], [-0.546, -1.974, 0.841], [1.304, -1.782, -1.094], [3.370, 0.331, 0.638], [2.129, 1.367, 1.491], [-1.852, -2.448, -0.371], [-2.606, 0.877, -1.249], [-1.415, 0.431, -2.420], [1.356, -0.352, -2.119], [0.687, 0.500, 2.564], [-2.681, -0.755, -1.963], [-0.737, 1.285, 3.222], [2.830, -0.901, -1.285], [-1.753, 1.343, 1.153]],
  "homo_ev": -8.05,
  "e_lumo_ev": 0.66,
  "molar_mass_da": 139.20
}

---

2.
{
  "formula": "C8H13NO",
  "method": "ωB97M-V with the def2-TZVPD basis set",
  "species": ["O", "N", "C", "C", "C", "C", "C", "C", "C", "C", "H", "H", "H", "H", "H", "H", "H", "H", "H", "H", "H", "H", "H"],
  "coordinates": [[-3.941, -0.781, -0.874], [-2.238, -1.797, 0.074], [1.787, 1.212, 0.198], [-2.730, -0.754, -0.608], [2.901, 1.185, -0.856], [2.096, 0.335, 1.428], [-1.779, 0.005, -1.530], [-0.550, 0.476, -0.894], [0.502, 0.806, -0.390], [3.278, 0.826, 2.255], [3.193, 1.903, 2.465], [-1.442, -1.670, 0.685], [3.150, 0.148, -1.126], [-2.958, -2.582, 0.027], [2.590, 1.715, -1.766], [-2.358, 0.845, -1.942], [3.807, 1.672, -0.474], [-1.546, -0.660, -2.375], [1.197, 0.301, 2.062], [2.277, -0.697, 1.087], [1.674, 2.252, 0.550], [4.236, 0.656, 1.744], [3.319, 0.297, 3.217]],
  "homo_ev": -9.45,
  "e_lumo_ev": 0.71,
  "smiles": "CC[C@@H](C)C#CCC(N)=O",
  "molar_mass_da": 139.20
}

---

Energetically preferred structure: 2 | next structure: +191.5 kJ/mol

---

1.
{
  "formula": "C8H13NO",
  "method": "ωB97M-V with the def2-TZVPD basis set",
  "species": ["O", "N", "C", "C", "C", "C", "C", "C", "C", "C", "H", "H", "H", "H", "H", "H", "H", "H", "H", "H", "H", "H", "H"],
  "coordinates": [[-1.234, 0.382, -1.712], [-1.269, -1.810, -0.971], [-1.669, -0.001, 0.726], [-0.926, -0.415, -0.801], [0.649, -0.176, -0.163], [-0.079, 2.156, 0.620], [1.284, -1.438, 0.412], [-2.630, 0.066, 1.471], [0.117, 0.705, 0.891], [1.528, 0.461, -1.232], [0.907, 2.618, 0.483], [-0.622, 2.285, -0.322], [1.791, -0.289, -1.982], [2.457, 0.848, -0.804], [-0.609, 2.657, 1.429], [2.259, -1.214, 0.859], [1.442, -2.186, -0.367], [-0.992, -2.405, -0.201], [-3.441, 0.094, 2.165], [0.665, -1.889, 1.194], [-0.916, -2.130, -1.868], [0.281, 0.418, 1.925], [1.007, 1.264, -1.750]],
  "homo_ev": -8.18,
  "e_lumo_ev": -0.98,
  "molar_mass_da": 139.20
}

---

2.
{
  "formula": "C8H13NO",
  "method": "ωB97M-V with the def2-TZVPD basis set",
  "species": ["O", "N", "C", "C", "C", "C", "C", "C", "C", "C", "H", "H", "H", "H", "H", "H", "H", "H", "H", "H", "H", "H", "H"],
  "coordinates": [[-1.244, -1.265, -1.885], [0.300, -2.382, -1.049], [-0.476, -1.344, -0.841], [0.897, 0.163, 0.820], [-1.454, -0.908, 1.319], [-0.646, 1.153, -0.098], [0.148, 1.468, 1.196], [0.445, 1.360, -1.162], [1.624, 0.619, -0.457], [-0.477, -0.350, 0.282], [-0.440, 1.405, 2.116], [-0.986, -1.734, 1.873], [2.019, -0.214, -1.053], [1.468, -0.417, 1.557], [2.462, 1.288, -0.222], [-0.549, -2.318, -2.291], [0.181, 0.916, -2.131], [1.102, -2.388, -0.424], [-2.357, -1.290, 0.823], [-1.772, -0.153, 2.046], [-1.640, 1.572, -0.295], [0.654, 2.425, -1.325], [0.741, 2.393, 1.201]],
  "homo_ev": -9.56,
  "e_lumo_ev": 0.90,
  "molar_mass_da": 139.20
}

---

3.
{
  "formula": "C8H13NO",
  "method": "ωB97M-V with the def2-TZVPD basis set",
  "species": ["O", "N", "C", "C", "C", "C", "C", "C", "C", "C", "H", "H", "H", "H", "H", "H", "H", "H", "H", "H", "H", "H", "H"],
  "coordinates": [[-0.562, 1.861, -0.672], [-1.282, 0.626, 1.111], [1.770, 0.326, -1.176], [-0.632, 0.613, -0.130], [0.850, -1.536, 0.050], [-2.352, -0.096, 1.069], [1.460, 0.588, 1.300], [-1.641, -0.408, -1.031], [0.814, -0.033, -0.027], [-2.642, -0.677, -0.182], [1.567, 1.712, 1.160], [-1.191, 2.381, -0.324], [0.799, -1.950, -0.983], [-3.091, -0.390, 1.772], [2.452, 0.172, 1.571], [-1.507, -0.524, -2.137], [0.818, 0.463, 2.090], [2.857, 0.089, -0.949], [1.410, -0.011, -2.213], [1.854, -1.813, 0.474], [0.186, -1.760, 0.759], [-3.613, -1.111, -0.242], [1.679, 1.478, -1.288]],
  "homo_ev": -9.39,
  "e_lumo_ev": 0.16,
  "smiles": "CC(C)(C)[C@@]1(O)C=CC=N1",
  "molar_mass_da": 139.20
}

---

Energetically preferred structure: 2 | next structure: +54.3 kJ/mol